Entry 1:
Molecular formula: C5H10O2
Method: DFT, ωB97M-V/def2-TZVPD

Positions of all 17 atoms, in Å:
C -0.2062 -2.5994 1.2315
C 0.4033 -1.6548 0.4757
C -0.2662 -0.5733 -0.1469
C 0.5337 0.2545 -0.8517
O 1.7633 -0.2052 -1.2725
C 0.2386 1.6371 -1.3079
H 0.3408 -3.5104 1.5610
H -1.2599 -2.5977 1.3521
H 1.4892 -1.6567 0.4749
H -1.3734 -0.5002 -0.1022
H 2.4575 0.5461 -1.4817
H 0.7150 2.2864 -0.5308
H -0.8315 1.8998 -1.2478
H 0.6449 1.9016 -2.3121
H -1.7792 2.9576 1.7489
H -2.2764 1.6505 2.3177
O -2.0565 2.0351 1.4996

Output
- net charge = 0
- SMILES string = C=C/C=C(/C)O.O
- F_max (eV Å⁻¹) = 3.25
- LUMO energy (eV) = 0.655
- E_HOMO (eV) = -7.5
- gap between HOMO and LUMO (eV) = 8.20
- relative energy (zero: lowest compared OMol25 entry of this formula, charge and spin) (eV) = 2.7720

Which charges does Löwdin predict for the atoms? In e, they are: atom 1 (C): -0.007, atom 2 (C): -0.208, atom 3 (C): -0.086, atom 4 (C): -0.400, atom 5 (O): -0.019, atom 6 (C): -0.047, atom 7 (H): 0.056, atom 8 (H): 0.028, atom 9 (H): 0.101, atom 10 (H): 0.132, atom 11 (H): 0.168, atom 12 (H): 0.098, atom 13 (H): 0.083, atom 14 (H): 0.088, atom 15 (H): 0.068, atom 16 (H): 0.002, atom 17 (O): -0.057

Entry 2:
Molecular formula: C5H10O2
Method: DFT, ωB97M-V/def2-TZVPD

Positions of all 17 atoms, in Å:
C -0.0543 2.0591 0.1249
C -1.1048 1.2331 0.8152
O -0.5386 0.1718 1.6160
O -2.2773 1.4270 0.8247
H 0.4203 0.2372 1.7405
H 0.6186 1.4104 -0.4331
H -0.5359 2.7725 -0.5385
H 0.5238 2.5996 0.8743
C -0.6508 -1.2393 -1.1858
C 0.3186 -1.4521 0.0269
C 1.6298 -1.1973 -0.0422
H -0.0508 -2.2224 0.6925
H -0.2669 -0.5218 -1.9099
H -1.6437 -0.9334 -0.8551
H -0.7698 -2.2160 -1.6526
H 2.0395 -0.4553 -0.7119
H 2.3422 -1.6731 0.6141

Output
- net charge = 0
- SMILES string = CC(=O)O.C=CC
- F_max (eV Å⁻¹) = 3.11
- LUMO energy (eV) = 0.790
- E_HOMO (eV) = -9.5
- gap between HOMO and LUMO (eV) = 10.24
- relative energy (zero: lowest compared OMol25 entry of this formula, charge and spin) (eV) = 1.9894

Which charges does Löwdin predict for the atoms? In e, they are: atom 1 (C): 0.010, atom 2 (C): -0.514, atom 3 (O): -0.004, atom 4 (O): 0.126, atom 5 (H): 0.087, atom 6 (H): 0.063, atom 7 (H): 0.091, atom 8 (H): 0.095, atom 9 (C): -0.076, atom 10 (C): -0.243, atom 11 (C): -0.041, atom 12 (H): 0.099, atom 13 (H): 0.070, atom 14 (H): 0.065, atom 15 (H): 0.072, atom 16 (H): 0.049, atom 17 (H): 0.050

Entry 3:
Molecular formula: C5H10O2
Method: DFT, ωB97M-V/def2-TZVPD

Positions of all 17 atoms, in Å:
C 1.6451 0.5868 1.5529
C 0.8014 -0.3944 0.7841
O 0.5869 -1.5219 1.1792
C 0.2147 0.0913 -0.5349
C -1.2824 -0.1619 -0.7568
C -1.3860 1.3705 -0.7396
O 0.0375 1.5152 -0.5704
H 2.1201 0.0723 2.3898
H 2.3966 1.0515 0.9060
H 1.0062 1.3965 1.9195
H -0.0407 -3.2038 -1.1122
H 0.0042 -2.8551 -0.4535
H 0.8706 -0.2544 -1.3483
H -1.5320 -0.6362 -1.7077
H -1.7770 -0.6950 0.0575
H -1.9389 1.8002 0.1043
H -1.7262 1.8386 -1.6697

Output
- net charge = 0
- SMILES string = CC(=O)[C@H]1CCO1.[H][H]
- F_max (eV Å⁻¹) = 0.52
- LUMO energy (eV) = 0.908
- E_HOMO (eV) = -9.4
- gap between HOMO and LUMO (eV) = 10.35
- relative energy (zero: lowest compared OMol25 entry of this formula, charge and spin) (eV) = 2.9990

Which charges does Löwdin predict for the atoms? In e, they are: atom 1 (C): 0.001, atom 2 (C): -0.395, atom 3 (O): 0.040, atom 4 (C): -0.277, atom 5 (C): -0.086, atom 6 (C): -0.154, atom 7 (O): -0.094, atom 8 (H): 0.087, atom 9 (H): 0.094, atom 10 (H): 0.093, atom 11 (H): 0.051, atom 12 (H): 0.026, atom 13 (H): 0.159, atom 14 (H): 0.108, atom 15 (H): 0.113, atom 16 (H): 0.117, atom 17 (H): 0.115

Entry 4:
Molecular formula: C5H10O2
Method: DFT, ωB97M-V/def2-TZVPD

Positions of all 17 atoms, in Å:
C -1.5454 -2.2663 -1.8781
C -0.4370 2.2663 -0.5401
C 0.0075 1.0020 -0.8001
O 1.3107 0.6878 -0.5193
C -1.0035 -0.1032 -0.8361
C -0.7040 -1.3974 -0.9671
H -1.0184 -3.1918 -2.0953
H -2.4074 -2.5468 -1.2719
H -1.8821 -1.6962 -2.7398
H 0.1555 3.1753 -0.4266
H -1.3431 2.5621 -1.0619
H 1.7547 1.5463 -0.6185
H -1.9049 0.2950 -1.3069
H 0.0107 -1.8877 -0.3075
H 2.6174 0.2856 5.7737
H 3.0179 0.6580 4.3446
O 3.3714 0.6110 5.2510

Output
- net charge = 0
- SMILES string = C=C(O)/C=C/C.O
- F_max (eV Å⁻¹) = 4.21
- LUMO energy (eV) = 0.626
- E_HOMO (eV) = -8.2
- gap between HOMO and LUMO (eV) = 8.86
- relative energy (zero: lowest compared OMol25 entry of this formula, charge and spin) (eV) = 3.5228

Which charges does Löwdin predict for the atoms? In e, they are: atom 1 (C): -0.094, atom 2 (C): 0.032, atom 3 (C): -0.395, atom 4 (O): 0.028, atom 5 (C): -0.081, atom 6 (C): -0.140, atom 7 (H): 0.070, atom 8 (H): 0.075, atom 9 (H): 0.074, atom 10 (H): 0.054, atom 11 (H): 0.050, atom 12 (H): 0.105, atom 13 (H): 0.110, atom 14 (H): 0.111, atom 15 (H): 0.039, atom 16 (H): 0.039, atom 17 (O): -0.077

Entry 5:
Molecular formula: C5H10O2
Method: DFT, ωB97M-V/def2-TZVPD

Positions of all 17 atoms, in Å:
O 3.0978 0.0511 -0.2999
C 1.7904 -0.2316 0.1691
C 0.9987 0.1915 -1.0776
C -1.0991 -1.1697 -0.0121
C -1.7469 0.1967 0.2026
C -0.7098 1.3199 0.2218
O 0.0885 1.1202 -0.9663
H 3.0487 -0.1682 -1.2487
H 1.6516 0.3432 1.0948
H 1.6664 -1.3025 0.4170
H -0.3663 -1.1338 -0.8268
H -0.5844 -1.5242 0.8861
H -1.8151 -1.9232 -0.3392
H -2.3073 0.2160 1.1443
H -2.4590 0.3977 -0.6049
H -0.0919 1.3065 1.1242
H -1.1623 2.3104 0.1156

Output
- net charge = 0
- F_max (eV Å⁻¹) = 0.51
- LUMO energy (eV) = 0.832
- E_HOMO (eV) = -8.5
- gap between HOMO and LUMO (eV) = 9.34
- relative energy (zero: lowest compared OMol25 entry of this formula, charge and spin) (eV) = 4.5754

Which charges does Löwdin predict for the atoms? In e, they are: atom 1 (O): -0.086, atom 2 (C): -0.294, atom 3 (C): -0.036, atom 4 (C): -0.095, atom 5 (C): -0.198, atom 6 (C): -0.162, atom 7 (O): -0.101, atom 8 (H): 0.072, atom 9 (H): 0.107, atom 10 (H): 0.112, atom 11 (H): 0.042, atom 12 (H): 0.084, atom 13 (H): 0.085, atom 14 (H): 0.116, atom 15 (H): 0.115, atom 16 (H): 0.112, atom 17 (H): 0.128

Entry 6:
Molecular formula: C5H10O2
Method: DFT, ωB97M-V/def2-TZVPD

Positions of all 17 atoms, in Å:
O -2.4169 -1.3998 -1.3808
C -2.2267 -0.9083 -0.0718
C -1.0139 -0.0224 0.0354
C 1.3913 1.3566 -0.1472
C 2.0776 0.6026 0.9520
C 1.3265 -0.1860 -0.0739
O 0.1144 -0.8606 0.0035
H -1.6046 -1.8592 -1.6304
H -2.1140 -1.7218 0.6587
H -3.1159 -0.3285 0.1845
H -0.9921 0.6861 -0.8060
H 0.5496 1.9633 0.2086
H 1.9082 1.8548 -0.9593
H 1.7609 0.7392 1.9780
H 3.1417 0.4742 0.8002
H -1.0130 0.5484 0.9732
H 2.0049 -0.8685 -0.5934

Output
- net charge = 0
- SMILES string = OCCOC1CC1
- F_max (eV Å⁻¹) = 0.98
- LUMO energy (eV) = 1.037
- E_HOMO (eV) = -9.4
- gap between HOMO and LUMO (eV) = 10.39
- relative energy (zero: lowest compared OMol25 entry of this formula, charge and spin) (eV) = 3.0056

Which charges does Löwdin predict for the atoms? In e, they are: atom 1 (O): -0.053, atom 2 (C): -0.246, atom 3 (C): -0.227, atom 4 (C): -0.106, atom 5 (C): -0.112, atom 6 (C): -0.303, atom 7 (O): -0.095, atom 8 (H): 0.088, atom 9 (H): 0.125, atom 10 (H): 0.123, atom 11 (H): 0.134, atom 12 (H): 0.097, atom 13 (H): 0.094, atom 14 (H): 0.106, atom 15 (H): 0.099, atom 16 (H): 0.129, atom 17 (H): 0.147

Entry 7:
Molecular formula: C5H10O2
Method: DFT, ωB97M-V/def2-TZVPD

Positions of all 17 atoms, in Å:
O -0.6557 -1.8946 -0.9366
C -0.9206 -0.6646 -1.5940
C -0.7303 0.4728 -0.5966
C 0.5746 0.3904 0.1835
C 0.7951 1.4716 1.2554
O 0.9644 0.4970 2.2886
C 0.6657 -0.5761 1.3797
H -0.3852 -2.5502 -1.5895
H -1.9518 -0.6396 -1.9789
H -0.2491 -0.5254 -2.4549
H -1.5701 0.4796 0.1105
H -0.7738 1.4307 -1.1378
H 1.4283 0.2878 -0.4964
H -0.0811 2.1123 1.4373
H 1.6814 2.1072 1.1395
H 1.4777 -1.3121 1.3500
H -0.2694 -1.0867 1.6401

Output
- net charge = 0
- SMILES string = OCCC1COC1
- F_max (eV Å⁻¹) = 0.43
- LUMO energy (eV) = 0.802
- E_HOMO (eV) = -9.4
- gap between HOMO and LUMO (eV) = 10.18
- relative energy (zero: lowest compared OMol25 entry of this formula, charge and spin) (eV) = 2.3448

Which charges does Löwdin predict for the atoms? In e, they are: atom 1 (O): -0.065, atom 2 (C): -0.265, atom 3 (C): -0.163, atom 4 (C): -0.262, atom 5 (C): -0.163, atom 6 (O): -0.114, atom 7 (C): -0.154, atom 8 (H): 0.092, atom 9 (H): 0.113, atom 10 (H): 0.118, atom 11 (H): 0.124, atom 12 (H): 0.123, atom 13 (H): 0.144, atom 14 (H): 0.119, atom 15 (H): 0.116, atom 16 (H): 0.118, atom 17 (H): 0.118

Question: Which of these has the highest E_HOMO?
Answer: number 1